Entry 1:
46
Properties=species:S:1:pos:R:3 method="wB97M-V/def2-TZVPD" gap_ev=7.99 de_lowest_ev=13.306 homo_energy_ev=-7.5729 max_force_ha_per_bohr=0.13609 energy_ev=-28604.2463 spin_multiplicity=1
C -0.151 2.226 0.887
C -0.600 1.838 -0.632
C 1.050 1.292 1.209
C 2.190 1.220 0.302
C 2.329 1.914 -0.917
C 3.263 0.269 0.415
C 4.073 0.381 -0.790
C 3.567 -0.912 1.300
C 5.036 -0.630 -1.090
C 4.485 -1.770 1.000
C 5.130 -1.597 -0.232
C -1.613 -0.324 -0.173
C -0.435 -1.369 -0.562
C -2.957 -1.020 -0.591
C -3.255 -2.254 0.355
C -3.947 0.182 -0.143
C -5.287 -0.489 -0.504
H -0.484 2.084 2.701
H -1.632 3.580 1.918
H 0.284 3.295 0.893
H 1.573 1.929 2.086
H 0.771 0.398 1.793
H 1.284 2.445 -1.550
H 3.852 1.854 -2.462
H 2.841 -1.078 2.101
H 5.770 -0.702 -1.931
H 4.630 -2.745 1.700
H 5.775 -2.393 -0.650
H -1.154 0.540 -2.044
H -1.656 0.119 0.913
H -2.655 -1.205 -1.686
H -1.876 -2.632 0.571
H -3.842 -1.874 1.434
H -3.823 -3.213 -0.480
H -3.627 1.055 -0.737
H -3.643 0.268 0.871
H -5.321 -0.370 -1.599
H -5.294 -1.580 -0.145
H -6.466 -0.257 0.304
H 1.098 -2.350 -0.209
N -1.260 2.361 1.812
N 3.551 1.551 -1.478
N -1.450 0.830 -0.947
O -0.308 2.548 -1.625
O -0.194 -1.578 -1.772
O 0.379 -1.835 0.382

=====

Entry 2:
49
Properties=species:S:1:pos:R:3 method="wB97M-V/def2-TZVPD" smiles="CCOc1c(OC)cc(-c2nn(CN3CCOCC3)c(=O)o2)cc1OC" gap_ev=8.69 de_lowest_ev=5.051 homo_energy_ev=-8.4228 max_force_ha_per_bohr=0.10844 energy_ev=-34752.5521 spin_multiplicity=1
C 5.253 1.316 -4.223
C 4.320 1.136 -2.966
O 3.593 2.260 -2.499
C 2.345 1.923 -1.825
C 2.294 1.450 -0.519
O 3.298 1.477 0.352
C 3.865 2.715 0.835
C 1.132 0.967 0.055
C -0.068 1.076 -0.638
C -1.350 0.697 -0.042
N -1.613 0.433 1.196
N -2.770 -0.298 1.170
C -3.631 -0.616 2.261
N -3.177 -1.831 3.026
C -3.994 -3.039 2.777
C -3.646 -4.213 3.771
O -2.208 -4.379 3.737
C -1.458 -3.269 4.142
C -1.707 -2.030 3.196
C -3.255 -0.166 -0.114
O -4.300 -0.622 -0.600
O -2.308 0.385 -0.851
C -0.026 1.649 -1.939
C 1.182 2.077 -2.562
O 1.217 2.288 -3.946
C 0.088 1.889 -4.659
H 5.492 0.339 -4.589
H 4.602 1.819 -4.947
H 6.125 1.840 -3.915
H 3.536 0.414 -3.350
H 4.937 0.722 -2.144
H 3.174 3.510 1.091
H 4.293 2.600 1.897
H 4.634 3.000 0.219
H 1.114 0.633 1.019
H -3.689 0.254 3.006
H -4.597 -0.715 1.818
H -5.075 -2.737 2.815
H -3.657 -3.344 1.777
H -3.945 -3.832 4.686
H -4.073 -5.186 3.500
H -1.636 -3.073 5.202
H -0.369 -3.510 4.044
H -1.201 -2.165 2.152
H -1.291 -1.096 3.605
H -0.933 1.904 -2.501
H -0.331 0.884 -4.335
H 0.465 1.781 -5.753
H -0.653 2.683 -4.434

=====

Entry 3:
50
Properties=species:S:1:pos:R:3 method="wB97M-V/def2-TZVPD" gap_ev=9.69 de_lowest_ev=3.139 homo_energy_ev=-9.3032 max_force_ha_per_bohr=0.02073 energy_ev=-53262.7281 spin_multiplicity=1
C -3.040 -3.214 -0.239
C -2.318 -1.936 -0.578
N -2.784 -0.841 -0.142
C -1.086 -1.974 -1.470
C -0.083 -3.093 -1.173
C 0.778 -3.234 -2.349
N 1.514 -3.307 -3.224
C 0.770 -2.858 0.101
C 1.727 -3.992 0.168
N 2.488 -4.841 0.132
N -0.088 -2.902 1.303
C 0.465 -3.100 2.372
O 1.024 -3.236 3.367
C 1.591 -1.551 0.012
C 1.013 -0.388 0.495
C 1.741 0.784 0.386
C 3.003 0.719 -0.180
C 3.466 -0.509 -0.634
N 2.800 -1.652 -0.540
H -2.565 -4.113 -0.615
H -4.030 -3.154 -0.687
H -3.170 -3.266 0.838
H -2.213 -0.053 -0.448
H -1.455 -2.155 -2.484
H -0.622 -0.996 -1.506
H -0.588 -4.050 -1.051
H 0.022 -0.369 0.921
H 1.350 1.727 0.731
H 3.629 1.589 -0.306
H 4.447 -0.549 -1.095
C -0.557 1.838 4.916
S -1.535 2.445 3.536
O -1.041 1.756 2.316
C -0.838 4.102 3.526
H -0.808 0.790 5.069
H 0.504 1.931 4.684
H -0.803 2.407 5.813
H 0.242 4.046 3.387
H -1.076 4.601 4.466
H -1.287 4.650 2.700
C -1.319 3.214 -2.982
S -0.302 1.796 -3.412
O -0.054 1.042 -2.153
C 1.193 2.726 -3.765
H -2.298 2.846 -2.684
H -0.862 3.756 -2.154
H -1.421 3.862 -3.852
H 1.484 3.300 -2.885
H 1.014 3.389 -4.612
H 1.977 2.016 -4.017

=====

Entry 4:
45
Properties=species:S:1:pos:R:3 method="wB97M-V/def2-TZVPD" smiles="CCCCCCC(=O)NCC(=O)OCC(=O)c1ccccc1" gap_ev=9.88 de_lowest_ev=1.116 homo_energy_ev=-9.5185 max_force_ha_per_bohr=0.01342 energy_ev=-27683.2826 spin_multiplicity=1
C -3.232 4.137 2.674
C -1.827 4.532 3.112
C -0.762 3.936 2.193
C 0.647 4.319 2.636
C 1.741 3.860 1.672
C 1.971 2.346 1.673
C 0.861 1.518 1.059
O 0.313 0.601 1.635
N 0.516 1.891 -0.205
C -0.360 1.067 -0.994
C 0.442 0.170 -1.924
O 1.622 0.298 -2.124
O -0.326 -0.773 -2.464
C 0.305 -1.775 -3.256
C 0.014 -3.180 -2.722
O -0.127 -4.100 -3.491
C -0.113 -3.314 -1.257
C 0.635 -2.555 -0.359
C 0.432 -2.690 1.002
C -0.510 -3.588 1.478
C -1.234 -4.372 0.594
C -1.035 -4.241 -0.767
H -3.339 3.054 2.679
H -3.977 4.560 3.343
H -3.433 4.495 1.666
H -1.739 5.622 3.112
H -1.655 4.186 4.133
H -0.930 4.290 1.173
H -0.867 2.852 2.193
H 0.703 5.408 2.724
H 0.841 3.901 3.626
H 1.499 4.207 0.665
H 2.680 4.336 1.965
H 2.884 2.122 1.113
H 2.111 1.998 2.698
H 1.150 2.485 -0.717
H -1.050 1.681 -1.582
H -0.935 0.437 -0.309
H -0.073 -1.703 -4.280
H 1.390 -1.605 -3.265
H 1.401 -1.881 -0.712
H 0.996 -2.079 1.689
H -0.675 -3.680 2.541
H -1.956 -5.083 0.965
H -1.595 -4.836 -1.472

=====

Entry 5:
46
Properties=species:S:1:pos:R:3 method="wB97M-V/def2-TZVPD" smiles="CCCCOc1ccc(C(=O)OCC(=O)N2CCOCC2)cc1" gap_ev=9.45 de_lowest_ev=1.996 homo_energy_ev=-8.6414 max_force_ha_per_bohr=0.01162 energy_ev=-29730.0906 spin_multiplicity=1
C 9.027 0.615 -0.222
C 7.631 0.252 0.266
C 7.009 -0.859 -0.577
C 5.587 -1.185 -0.132
O 4.783 -0.049 -0.388
C 3.467 -0.081 -0.082
C 2.798 -1.169 0.475
C 1.445 -1.081 0.739
C 0.736 0.085 0.464
C -0.706 0.125 0.755
O -1.361 -0.812 1.150
O -1.235 1.355 0.579
C -2.640 1.412 0.697
C -3.269 0.727 -0.527
O -2.580 0.350 -1.450
N -4.616 0.615 -0.528
C -5.518 0.888 0.569
C -6.030 -0.448 1.131
O -6.667 -1.199 0.126
C -5.788 -1.470 -0.946
C -5.258 -0.174 -1.566
C 1.407 1.173 -0.096
C 2.753 1.090 -0.364
H 8.993 0.962 -1.252
H 9.686 -0.250 -0.174
H 9.453 1.404 0.393
H 6.985 1.130 0.219
H 7.681 -0.071 1.309
H 6.980 -0.547 -1.623
H 7.613 -1.765 -0.506
H 5.572 -1.424 0.940
H 5.206 -2.049 -0.693
H 3.320 -2.085 0.701
H 0.915 -1.919 1.165
H -2.948 0.901 1.617
H -2.903 2.471 0.730
H -5.036 1.473 1.349
H -6.368 1.455 0.174
H -6.776 -0.282 1.909
H -5.182 -1.014 1.547
H -6.364 -2.042 -1.674
H -4.939 -2.073 -0.592
H -4.519 -0.388 -2.338
H -6.085 0.406 -1.988
H 0.860 2.074 -0.322
H 3.289 1.918 -0.800

=====

Entry 6:
44
Properties=species:S:1:pos:R:3 method="wB97M-V/def2-TZVPD" gap_ev=7.97 de_lowest_ev=1.122 homo_energy_ev=-4.9819 total_charge=-1 max_force_ha_per_bohr=0.13507 energy_ev=-34980.2874 spin_multiplicity=1
C -1.117 1.523 2.036
C -1.690 0.230 1.241
C -3.141 -0.054 1.850
C -0.678 -0.993 1.332
C 0.801 -0.548 0.848
S 0.841 0.056 -0.896
O 0.467 1.519 -0.959
O -0.086 -0.787 -1.738
O 2.341 -0.068 -1.539
H -0.341 2.053 1.402
H -0.736 1.174 3.046
H -2.042 2.174 2.229
H -1.801 0.493 0.138
H -3.907 0.509 1.212
H -3.208 0.432 2.888
H -3.395 -1.148 1.996
H -0.537 -1.422 2.372
H -0.981 -1.818 0.599
H 1.231 0.268 1.525
H 1.528 -1.424 0.916
C 2.868 2.472 2.700
C 3.548 3.140 3.713
C 3.714 4.520 3.648
C 3.191 5.232 2.573
C 2.508 4.563 1.562
C 2.350 3.183 1.622
H 2.742 1.396 2.750
H 3.949 2.585 4.555
H 4.249 5.040 4.435
H 3.316 6.308 2.524
H 2.099 5.119 0.725
H 1.822 2.661 0.830
C -0.772 -4.293 -3.305
C -1.176 -5.322 -4.151
C -2.067 -5.063 -5.187
C -2.546 -3.771 -5.384
C -2.138 -2.742 -4.541
C -1.255 -3.002 -3.499
H -0.080 -4.496 -2.496
H -0.797 -6.328 -4.001
H -2.387 -5.867 -5.842
H -3.237 -3.568 -6.196
H -2.511 -1.735 -4.696
H -0.940 -2.200 -2.837